Formula: C8H17N2O
Source: the OMol25 dataset
Level of theory: ωB97M-V/def2-TZVPD

The geometry in XYZ format:
```
28
Properties=species:S:1:pos:R:3
C -1.157 -1.910 -0.317
C -0.881 0.525 -0.284
C 1.354 0.559 0.844
C -0.495 -3.067 -0.991
C -1.803 0.750 0.833
C -0.470 1.701 -1.078
C 2.353 0.261 -0.245
C 1.463 1.941 1.427
N -2.013 -1.898 0.599
N -0.713 -0.659 -0.816
O 0.689 -0.314 1.355
H -1.049 -3.985 -0.800
H 0.511 -3.189 -0.588
H -0.425 -2.919 -2.067
H -2.772 0.308 0.589
H -1.913 1.807 1.060
H -1.485 0.196 1.718
H -0.210 2.549 -0.451
H -1.354 2.010 -1.648
H 0.323 1.501 -1.794
H 2.199 -0.729 -0.668
H 3.336 0.266 0.226
H 2.379 1.016 -1.025
H 2.265 1.896 2.166
H 0.560 2.226 1.960
H 1.744 2.688 0.691
H -2.311 -2.801 0.949
H -0.125 -0.732 -1.644
```

Computed properties:
HOMO energy ... -13.703 eV
Orbital gap ... 9.4 eV
Total charge ... +1

***

Formula: C47H38As2BiN3O6S
Source: the OMol25 dataset
Level of theory: ωB97M-V/def2-TZVPD

The geometry in XYZ format:
```
98
Properties=species:S:1:pos:R:3
Bi -0.603 0.415 0.148
O -5.279 -1.994 -0.912
C -4.823 -2.692 0.141
C -5.402 -3.941 0.373
C -4.972 -4.728 1.421
C -3.948 -4.299 2.263
C -3.366 -3.070 2.034
C -3.793 -2.249 0.987
C -3.102 -0.967 0.770
O -1.954 -0.800 1.372
N -3.643 -0.076 -0.016
N -2.790 1.023 -0.101
C -3.319 2.184 -0.221
C -2.636 3.442 -0.049
C -3.361 4.609 -0.343
C -2.845 5.860 -0.107
C -1.568 5.958 0.461
C -0.844 4.834 0.781
C -1.344 3.544 0.518
O -0.574 2.517 0.799
H -4.785 -1.149 -0.974
H -6.192 -4.264 -0.291
H -5.435 -5.694 1.581
H -3.612 -4.919 3.082
H -2.554 -2.715 2.654
H -4.397 2.206 -0.380
H -4.349 4.502 -0.777
H -3.415 6.747 -0.342
H -1.140 6.935 0.650
H 0.149 4.902 1.210
C 2.447 -0.485 -0.591
C 2.495 -0.781 0.924
As 1.416 0.141 2.328
C 2.157 -0.883 3.783
C 1.455 -2.018 4.185
C 1.933 -2.802 5.224
C 3.110 -2.449 5.871
C 3.803 -1.313 5.479
C 3.330 -0.525 4.437
C 2.354 1.823 2.551
C 1.732 2.761 3.374
C 2.327 3.990 3.615
C 3.551 4.292 3.032
C 4.184 3.354 2.230
C 3.589 2.121 1.994
As 2.594 1.402 -1.266
C 0.950 1.928 -2.194
C 0.111 1.132 -2.974
C -0.982 1.690 -3.630
C -1.234 3.049 -3.521
C -0.400 3.852 -2.754
C 0.680 3.295 -2.088
C 3.697 0.916 -2.801
C 3.241 0.178 -3.890
C 4.117 -0.200 -4.897
C 5.460 0.146 -4.821
C 5.924 0.875 -3.739
C 5.044 1.260 -2.735
H 1.611 -1.012 -1.061
H 3.347 -0.924 -1.025
H 3.524 -0.722 1.284
H 2.168 -1.816 1.049
H 0.535 -2.294 3.682
H 1.384 -3.682 5.533
H 3.487 -3.059 6.681
H 4.715 -1.032 5.988
H 3.878 0.361 4.146
H 0.771 2.536 3.821
H 1.832 4.713 4.250
H 4.009 5.257 3.202
H 5.146 3.579 1.786
H 4.108 1.398 1.379
H 0.306 0.076 -3.093
H -1.631 1.048 -4.210
H -2.080 3.486 -4.036
H -0.604 4.911 -2.655
H 1.312 3.919 -1.467
H 2.202 -0.116 -3.966
H 3.748 -0.768 -5.741
H 6.142 -0.153 -5.607
H 6.970 1.149 -3.674
H 5.410 1.838 -1.893
O -3.107 -0.923 -2.819
S -1.970 -1.803 -2.785
O -1.172 -1.885 -3.982
N -1.017 -1.485 -1.492
C -0.824 -2.585 -0.709
O -0.075 -2.577 0.262
C -1.664 -3.744 -1.145
C -1.786 -4.982 -0.540
C -2.678 -5.888 -1.095
C -3.434 -5.555 -2.218
C -3.307 -4.313 -2.827
C -2.409 -3.430 -2.263
H -1.203 -5.215 0.340
H -2.795 -6.867 -0.649
H -4.139 -6.273 -2.617
H -3.898 -4.042 -3.691
```

Computed properties:
HOMO energy ... -8.041 eV
Orbital gap ... 7.7 eV

***

Formula: C6H10
Source: the OMol25 dataset
Level of theory: ωB97M-V/def2-TZVPD

The geometry in XYZ format:
```
16
Properties=species:S:1:pos:R:3
C 1.777 0.892 1.338
C 1.178 0.224 0.536
C 0.309 -0.084 -0.608
C 0.584 1.209 -1.455
C -1.122 -0.473 -0.101
C -1.097 -1.458 1.088
H 2.267 1.690 1.844
H 0.657 -0.942 -1.202
H 0.781 2.074 -0.804
H 1.532 1.059 -1.996
H -0.216 1.468 -2.150
H -1.698 -0.941 -0.913
H -1.671 0.422 0.209
H -0.711 -2.447 0.811
H -0.470 -1.080 1.903
H -2.103 -1.612 1.501
```

Computed properties:
HOMO energy ... -9.719 eV
Orbital gap ... 10.9 eV
SMILES string ... C#C[C@H](C)CC

***

Formula: C31H42BrN6O5Ru
Source: the OMol25 dataset
Level of theory: ωB97M-V/def2-TZVPD

The geometry in XYZ format:
```
86
Properties=species:S:1:pos:R:3
Ru -0.076 -0.083 0.087
N 1.664 -1.451 -0.829
C 1.156 -2.766 -1.214
C 0.069 -3.165 -0.233
O -0.428 -4.271 -0.305
O -0.205 -2.234 0.615
H 2.218 -1.026 -1.561
H 2.239 -1.525 0.009
H 1.923 -3.541 -1.224
H 0.703 -2.716 -2.203
C 0.074 2.520 -5.495
C 0.179 3.198 -4.120
C -1.089 2.971 -3.309
C 1.512 2.891 -3.429
C 2.563 3.659 -3.933
C 3.837 3.600 -3.414
C 4.063 2.806 -2.306
C 3.053 2.031 -1.754
C 3.400 1.216 -0.527
C 3.778 2.132 0.640
C 4.533 0.216 -0.789
C 1.775 2.014 -2.348
N 0.783 1.063 -1.912
C 0.322 0.280 -2.830
C -0.766 -0.582 -2.686
C -1.283 -1.407 -3.678
C -2.418 -1.996 -3.140
C -2.565 -1.516 -1.829
N -1.558 -0.638 -1.548
C -3.704 -1.902 -0.900
C -4.465 -0.645 -0.461
C -4.668 -2.855 -1.606
C -3.151 -2.596 0.348
H -0.747 2.958 -6.066
H -0.125 1.451 -5.394
H 0.995 2.649 -6.066
H 0.223 4.273 -4.310
H -1.461 1.952 -3.406
H -1.873 3.644 -3.667
H -0.913 3.177 -2.257
H 2.358 4.329 -4.761
H 4.641 4.179 -3.852
H 5.050 2.780 -1.862
H 2.517 0.674 -0.222
H 4.678 2.710 0.414
H 3.965 1.522 1.525
H 2.961 2.816 0.871
H 5.491 0.728 -0.890
H 4.367 -0.362 -1.704
H 4.612 -0.471 0.057
H 0.795 0.278 -3.814
H -0.866 -1.547 -4.665
H -3.077 -2.686 -3.639
H -4.817 -0.076 -1.327
H -3.825 -0.015 0.153
H -5.329 -0.932 0.144
H -5.131 -2.381 -2.476
H -5.460 -3.145 -0.912
H -4.152 -3.760 -1.928
H -2.421 -1.962 0.835
H -2.652 -3.531 0.094
H -3.966 -2.806 1.048
Br -3.301 -0.170 2.979
C -1.627 -1.028 3.214
C -1.542 -2.100 4.083
C -0.284 -2.622 4.339
C 0.827 -2.016 3.777
C 0.619 -0.979 2.890
N -0.593 -0.510 2.579
C 1.762 -0.282 2.180
O 2.904 -0.668 2.361
O 1.371 0.701 1.430
H -2.433 -2.505 4.542
H -0.174 -3.485 4.982
H 1.839 -2.333 3.980
C -3.774 4.237 0.398
N -2.725 3.375 0.898
C -2.222 2.309 0.245
N -2.747 1.993 -0.944
O -1.274 1.679 0.769
H -3.941 5.035 1.116
H -4.714 3.692 0.272
H -3.496 4.684 -0.558
H -2.288 3.573 1.781
H -3.632 2.358 -1.245
H -2.420 1.121 -1.351
```

Computed properties:
HOMO energy (alpha / beta) ... -7.831 / -7.836 eV
Orbital gap (alpha / beta) ... 6.5 / 7.0 eV
Spin multiplicity ... 2
⟨S²⟩ ... 0.82

***

In order of appearance, energy relative to the best compared isomer or geometry (same formula, charge and spin) = 48.4, 0.0, 198.5, 173.9 kJ/mol.